ORCA calculation (ωB97M-V/def2-TZVPD) on a structure of composition C24H22N2O3OsS2 at a distorted geometry.

XYZ file:
```
54
Properties=species:S:1:pos:R:3:forces:R:3:nbo_charge:R:1
H 10.654 6.287 5.716 -0.1 0.0 -0.1 0.206
C 8.532 7.617 13.111 0.9 -0.2 0.9 -0.052
C 7.806 7.219 12.008 0.0 0.6 -0.6 -0.192
C 6.879 6.722 14.579 -0.6 -0.8 0.4 -0.203
O 13.776 9.793 11.597 0.7 0.2 -0.3 -0.682
H 12.193 10.983 9.007 0.0 -0.8 -0.4 0.234
C 9.862 8.249 12.967 -0.6 -0.1 -0.7 0.537
H 10.070 4.378 7.013 -0.1 0.0 0.3 0.214
C 11.204 7.554 7.353 -0.3 -0.4 0.3 0.013
H 11.451 8.629 5.487 0.3 -0.1 0.5 0.210
N 11.889 8.934 13.467 -0.5 -0.3 0.6 -0.416
H 13.570 8.847 16.286 -0.3 0.1 0.1 0.225
N 10.677 8.384 13.947 0.5 0.4 -0.2 -0.372
Os 11.888 9.375 11.407 -0.3 -0.3 -0.2 1.529
H 5.961 6.360 11.350 0.0 0.0 0.0 0.216
C 10.877 6.521 9.520 0.2 -0.3 -0.3 -0.177
C 9.866 12.349 11.743 1.6 0.7 0.2 0.046
H 16.267 9.979 11.354 0.1 -0.2 -0.5 0.239
S 9.661 13.966 11.848 -0.7 0.4 0.0 -0.139
H 6.557 6.429 15.573 -0.1 0.2 0.0 0.214
C 11.272 7.658 8.760 -0.1 -0.2 0.5 -0.090
C 15.964 10.310 12.327 -0.4 -0.5 1.0 -0.665
C 6.101 6.377 13.480 0.3 0.1 -0.1 -0.197
H 7.365 12.545 10.974 0.3 -0.1 -0.1 0.206
C 14.578 9.852 12.656 -1.0 -0.1 -1.2 0.482
C 12.603 9.059 15.819 -0.1 -0.4 -0.1 -0.674
H 11.861 8.280 16.064 0.4 0.5 -0.1 0.258
H 14.820 9.672 14.722 0.5 0.0 0.0 0.218
H 10.235 4.450 9.530 0.1 0.2 0.0 0.216
C 11.965 9.991 8.570 0.2 -0.3 0.6 -0.216
C 7.603 11.824 11.756 -0.6 -0.1 0.4 -0.268
C 8.093 7.316 14.401 0.5 0.6 0.0 -0.197
H 8.199 7.418 11.005 -0.2 -0.1 0.4 0.241
C 10.718 6.347 6.793 0.3 0.6 -0.5 -0.207
O 10.133 8.620 11.717 -0.1 0.0 0.1 -0.677
C 11.570 8.668 6.579 -0.3 0.0 -0.7 -0.183
C 10.499 5.318 8.933 -0.1 1.0 1.0 -0.206
C 11.936 9.831 7.178 0.1 0.8 -0.7 -0.224
C 6.565 6.641 12.205 -0.3 -0.3 -0.3 -0.216
H 6.994 10.918 11.620 0.4 0.3 0.2 0.200
H 12.242 10.041 16.153 0.0 -0.3 0.1 0.251
C 10.376 5.272 7.548 0.2 -0.5 -0.7 -0.219
H 12.177 10.672 6.537 0.0 0.1 0.1 0.214
O 8.974 11.405 11.724 -0.8 -0.5 -0.4 -0.497
C 12.822 9.172 14.342 0.5 -0.2 -0.8 0.366
H 5.170 5.861 13.605 -0.4 -0.1 0.1 0.214
H 15.993 11.388 12.361 0.1 0.4 0.0 0.242
H 10.893 6.679 10.582 0.0 -0.4 0.3 0.209
H 8.723 7.573 15.247 -0.1 0.0 -0.1 0.233
S 11.545 11.866 11.725 0.1 -0.7 -0.1 -0.172
C 14.145 9.547 13.896 -0.4 0.3 1.1 -0.429
H 7.416 12.307 12.726 -0.1 -0.2 -0.3 0.202
C 11.694 8.891 9.382 0.1 0.7 0.3 -0.293
H 16.616 9.901 13.092 0.4 0.2 0.0 0.224
```
Forces are in eV/Å.

Lowest unoccupied orbital energy (spin up / spin down) = -0.076 / -1.744 eV
Multiplicity = 5